[1]
# C7H6S3

2 unconnected molecules or ions with the total composition C7H6S3 at a distorted geometry (ωB97M-V with the def2-TZVPD basis set, the Open Molecules 2025 dataset).

Summary:
LUMO level (alpha / beta): -1.77 / -1.73 eV
Energy relative to the best compared isomer or geometry (same formula, charge and spin): 98.2 kcal per mole
Frontier orbital gap (alpha / beta): 6.06 / 6.42 eV
Charge: 0

Positions of all 16 atoms, in Å:
C1 -0.8939 -1.9075 0.4333
C2 -2.1757 -1.6802 0.6503
C3 -0.1494 -0.7784 0.0273
C4 -1.0575 0.3482 0.0854
C5 1.0463 -0.3049 -0.5068
C6 -0.4737 1.5724 -0.5378
C7 1.0510 1.1882 -0.5970
S1 3.3162 -1.6590 0.0047
S2 -2.6826 -0.0331 0.2736
S3 2.0195 1.6648 0.9184
H1 -0.5183 -2.8382 0.6288
H2 -2.7826 -2.4686 1.0184
H3 -0.7152 1.6825 -1.5467
H4 -0.6761 2.4660 0.0146
H5 1.5602 1.8259 -1.4931
H6 3.1319 0.9220 0.6267



[2]
# C4H11B

2 unconnected molecules or ions with the total composition C4H11B at a distorted geometry (ωB97M-V with the def2-TZVPD basis set, the Open Molecules 2025 dataset).

Summary:
LUMO level: 0.58 eV
Energy relative to the best compared isomer or geometry (same formula, charge and spin): 91.1 kcal per mole
Frontier orbital gap: 7.71 eV
Charge: 0

Positions of all 16 atoms, in Å:
B1 -0.8645 0.3895 -0.2604
C1 -2.3983 0.0801 -0.1411
C2 -0.1617 1.8060 -0.6393
C3 2.1164 -0.5495 0.9527
C4 1.1560 -1.3179 0.0202
H1 -2.7193 -0.9798 -0.0081
H2 -3.0004 0.3950 -0.9597
H3 -2.6993 0.7076 0.6411
H4 0.9926 1.6537 -0.6133
H5 -0.5351 2.6373 0.0997
H6 -0.4731 2.0430 -1.6217
H7 3.0466 -1.0857 1.1823
H8 2.3799 0.2911 0.4134
H9 1.6675 -0.4343 1.8794
H10 1.3329 -1.2754 -1.1059
H11 0.7272 -2.2237 0.3884



[3]
# C28H50LiN2O19

A molecular structure, C28H50LiN2O19 at a distorted geometry (ωB97M-V with the def2-TZVPD basis set, the Open Molecules 2025 dataset).

Summary:
LUMO level: -3.96 eV
Energy relative to the best compared isomer or geometry (same formula, charge and spin): 45.0 kcal per mole
Frontier orbital gap: 7.44 eV
Charge: +1

Positions of all 100 atoms, in Å:
C1 48.0090 45.0050 74.0500
C2 48.4370 44.9740 72.5770
N1 49.9200 45.0860 72.2380
C3 50.5600 46.3910 72.6040
C4 50.6090 44.0470 72.9830
C5 50.0670 42.5310 72.7740
C6 50.1700 44.7910 70.6500
C7 49.4610 45.7950 69.8690
O1 50.0100 45.3750 68.5580
C8 49.6240 46.1310 67.5070
H1 48.5500 44.1680 74.6590
H2 47.0970 44.8420 74.1970
H3 48.3230 45.8770 74.5180
H4 48.1100 45.9420 72.2200
H5 47.9580 44.1590 72.0160
H6 51.6850 46.2790 72.2310
H7 50.7790 46.6090 73.5550
H8 50.0960 47.2550 72.2510
H9 50.6970 44.2030 73.9590
H10 51.6860 44.0570 72.6080
H11 49.0220 42.4950 73.0910
H12 50.6360 42.0960 73.3340
H13 50.0480 42.1420 71.6510
H14 49.8790 43.8030 70.3060
H15 51.2190 44.7010 70.5390
H16 49.7690 46.8420 70.0150
H17 48.5100 45.7680 70.1590
H18 50.0160 47.0940 67.4000
H19 48.5990 46.0670 67.3180
H20 50.2650 45.6950 66.6990
Li1 51.1340 50.5570 71.9720
N2 52.1140 49.0210 70.3410
O2 52.3470 48.7760 71.4820
O3 52.6500 48.3280 69.4340
O4 51.3230 49.9990 70.1900
C9 52.7040 49.5830 66.1980
C10 53.7750 50.5250 65.6130
C11 53.9450 50.2910 64.1120
O5 53.9340 51.6530 63.6280
C12 53.5990 52.4750 64.5950
O6 53.4500 53.6370 64.4010
O7 53.5880 51.9160 65.7280
H21 53.2090 48.7420 66.2590
H22 51.7020 49.7820 65.6140
H23 52.5310 49.6830 67.2770
H24 54.5760 50.4790 66.3560
H25 53.1760 49.7810 63.4720
H26 54.9070 49.8220 64.2210
C13 52.9880 43.9720 65.6160
C14 54.0530 44.9520 66.1180
C15 53.7560 45.6620 67.5150
O8 54.9430 45.2360 68.2610
C16 55.6630 44.5450 67.6120
O9 56.5660 43.8520 68.0280
O10 55.1580 44.1430 66.3400
H27 52.1530 44.5150 65.7150
H28 53.0400 43.0400 66.1550
H29 52.9360 43.8520 64.4840
H30 54.4680 45.7810 65.4800
H31 52.8380 45.2800 67.9960
H32 53.8330 46.6950 67.3040
C17 56.6310 49.4190 69.3730
C18 56.8250 49.4650 70.9410
C19 55.9200 48.3210 71.5680
O11 56.8630 47.3040 71.7710
C20 58.0500 47.8000 71.5800
O12 59.1140 47.0880 71.7000
O13 58.0920 49.0230 71.3370
H33 55.6710 49.7870 69.1230
H34 56.8870 48.4070 69.0110
H35 57.5090 50.0000 68.9660
H36 56.6810 50.5390 71.3570
H37 54.9210 48.2500 71.0600
H38 55.7650 48.5220 72.6210
C21 49.7250 51.7340 67.7160
C22 48.4470 51.0040 67.5070
C23 48.4560 49.9350 66.5260
O14 47.6870 48.9070 67.1340
C24 47.4610 49.1980 68.3930
O15 46.9850 48.4730 69.2340
O16 48.0400 50.2750 68.7220
H39 49.9200 52.5250 66.8870
H40 50.7570 51.0400 67.6880
H41 49.7270 52.4890 68.5620
H42 47.4970 51.4030 67.1780
H43 49.3550 49.2910 66.3730
H44 47.9820 50.2690 65.5070
C25 52.7210 54.3660 68.1960
C26 53.1980 53.4890 69.4110
C27 54.1380 52.1750 69.2130
O17 55.2960 52.4520 69.7970
C28 55.2550 53.5890 70.3020
O18 56.1750 54.1470 70.9130
O19 54.1520 54.1980 70.1700
H45 53.6170 54.8280 67.5880
H46 52.2480 55.1970 68.4130
H47 52.0540 53.8430 67.5490
H48 52.3010 53.4150 70.1460
H49 54.3640 51.9690 68.1770
H50 53.4450 51.2420 69.4320